Entry 1:
Formula: C7H30N14O8
Source: the Open Molecules 2025 dataset
Level of theory: the ωB97M-V functional and the def2-TZVPD basis

Its structure (SMILES) is NC(N)=O.NC(N)=O.NC(N)=O.NC(N)=O.NC(N)=O.NC(N)=O.NC(N)=O.O. Its spin multiplicity is 1.

Element x y z (Å)
1 O 1.535 -0.618 2.714
2 H 0.919 -1.322 2.979
3 H 1.669 -0.793 1.774
4 C -2.796 -2.427 -2.560
5 O -3.301 -1.361 -2.875
6 N -2.019 -3.123 -3.428
7 N -2.920 -2.990 -1.331
8 H -1.637 -4.031 -3.245
9 H -1.992 -2.784 -4.373
10 H -2.531 -3.887 -1.107
11 H -3.516 -2.567 -0.645
12 C 0.825 -3.896 1.737
13 O 0.171 -3.038 2.320
14 N 1.681 -3.527 0.736
15 N 0.764 -5.217 2.056
16 H 1.527 -2.544 0.488
17 H 2.039 -4.207 0.092
18 H -0.084 -5.597 2.437
19 H 1.269 -5.864 1.473
20 C -3.282 2.087 -1.792
21 O -2.144 1.640 -1.865
22 N -4.377 1.397 -2.215
23 N -3.577 3.259 -1.144
24 H -4.258 0.454 -2.563
25 H -5.293 1.804 -2.205
26 H -2.785 3.726 -0.743
27 H -4.477 3.696 -1.174
28 C 0.508 -0.324 -0.408
29 O 1.550 -0.832 0.008
30 N 0.335 1.030 -0.408
31 N -0.474 -1.017 -1.015
32 H 1.209 1.464 -0.171
33 H -0.297 1.402 -1.106
34 H -0.359 -2.014 -1.045
35 H -1.407 -0.643 -1.085
36 C 4.415 1.283 -1.994
37 O 3.909 0.274 -2.448
38 N 5.186 2.128 -2.735
39 N 4.209 1.680 -0.692
40 H 5.612 2.943 -2.340
41 H 5.238 1.919 -3.714
42 H 4.897 2.256 -0.244
43 H 3.474 1.199 -0.208
44 C 2.793 2.940 3.004
45 O 3.606 2.488 3.780
46 N 2.123 2.181 2.076
47 N 2.611 4.308 2.867
48 H 2.056 1.187 2.261
49 H 1.495 2.591 1.414
50 H 2.129 4.651 2.057
51 H 3.340 4.875 3.260
52 C -2.625 0.166 2.097
53 O -3.080 -0.413 3.065
54 N -3.237 0.140 0.872
55 N -1.568 1.032 2.149
56 H -2.858 0.711 0.136
57 H -3.902 -0.580 0.675
58 H -1.234 1.531 1.345
59 H -1.064 1.175 3.005


Entry 2:
Formula: C7H30N2O9
Source: the Open Molecules 2025 dataset
Level of theory: the ωB97M-V functional and the def2-TZVPD basis

Its spin multiplicity is 1.

Element x y z (Å)
1 N 11.186 10.744 13.219
2 H 11.959 11.298 12.878
3 H 10.820 10.919 14.144
4 H 11.395 9.755 13.220
5 H 10.472 10.730 12.506
6 N 9.328 13.536 11.529
7 O 10.259 13.336 10.770
8 O 9.045 12.714 12.384
9 O 8.687 14.564 11.495
10 C 12.080 14.347 13.923
11 O 13.244 13.450 13.977
12 H 11.916 14.525 12.860
13 H 11.176 13.887 14.321
14 H 12.450 15.255 14.400
15 H 13.704 13.347 14.813
16 C 8.172 19.166 12.636
17 C 8.270 17.618 12.566
18 C 6.956 16.920 12.942
19 O 8.626 17.354 11.279
20 H 7.406 19.583 11.982
21 H 9.094 19.690 12.383
22 H 7.914 19.384 13.672
23 H 9.099 17.248 13.170
24 H 6.616 17.223 13.932
25 H 6.918 15.860 12.691
26 H 6.213 17.400 12.304
27 H 8.657 16.408 11.121
28 C 7.049 14.359 15.534
29 C 6.873 12.803 15.547
30 C 5.481 12.410 16.137
31 O 6.969 12.267 14.286
32 H 8.052 14.658 15.230
33 H 6.927 14.803 16.522
34 H 6.365 14.853 14.845
35 H 7.611 12.370 16.222
36 H 4.691 12.818 15.505
37 H 5.335 12.971 17.060
38 H 5.284 11.364 16.370
39 H 7.790 12.441 13.820
40 O 9.944 10.293 10.822
41 H 9.530 11.150 10.723
42 H 9.391 9.699 10.314
43 O 11.178 12.686 8.038
44 H 10.450 12.719 7.418
45 H 10.840 13.110 8.827
46 O 5.736 13.439 11.948
47 H 6.532 13.608 11.444
48 H 6.046 13.265 12.836


Relative energy (zero: lowest compared OMol25 entry of this formula, charge and spin) readings, ordered: 10.7, 18.4 kcal per mole
LUMO energy readings, ordered: 0.090, -0.795 eV